(1)
Molecular formula: C8H23N5O4Rb
Method: DFT, wB97M-V/def2-TZVPD

Computed properties:
LUMO energy (spin up / spin down)   -6.002 / -11.489 eV
E_tot   -24948.7652 eV
Total charge   +2
Spin multiplicity   2
Energy relative to the best compared isomer or geometry (same formula, charge and spin)   0.0000 eV
Expectation value of S²   0.75
HOMO (spin up / spin down)   -0.544 / -0.544 hartree

```
41
Properties=species:S:1:pos:R:3:mulliken_charge:R:1
Rb 11.7393 -20.8485 -6.4228 0.826
H 13.4849 -19.1375 -10.4738 0.514
C 12.4780 -17.7325 -8.3614 -0.854
H 13.9101 -25.4086 -6.7786 0.338
C 12.6338 -23.7531 -8.6364 -0.204
C 13.6348 -19.4347 -3.8183 0.714
N 13.8330 -18.6571 -2.7929 -0.369
H 16.3402 -22.5080 -7.0064 0.264
H 13.1420 -17.1181 -8.9694 0.328
H 16.4995 -20.4154 -9.6773 0.213
C 11.4247 -23.0024 -9.3182 -0.804
H 14.4084 -19.5473 -5.5938 0.022
N 15.7771 -20.2619 -8.9883 -0.420
C 12.5124 -20.9197 -10.2125 -0.390
H 13.5343 -21.2748 -10.0788 0.281
C 12.5535 -19.4350 -9.9921 -1.210
H 12.7073 -17.5318 -7.3149 0.216
H 14.5193 -23.7476 -6.8696 -0.112
H 13.4021 -24.2846 -5.5068 0.265
H 10.4944 -23.3631 -8.8795 0.411
N 14.2608 -18.8876 -4.8433 -0.214
N 11.5036 -21.5150 -9.3433 0.196
H 12.2129 -21.1737 -11.2293 0.497
O 14.5970 -20.7184 -7.2229 -0.526
H 11.4469 -17.4086 -8.5035 0.350
H 11.7148 -18.9276 -10.4687 0.585
H 13.4904 -18.9723 -1.8966 0.242
H 13.5774 -23.2201 -8.7528 0.105
H 14.2256 -17.7452 -2.9784 0.158
H 11.3602 -23.4377 -10.3154 0.399
O 12.6324 -19.1084 -8.5704 -0.032
H 12.7435 -24.7292 -9.1089 0.428
C 13.6781 -24.3667 -6.5581 -0.317
O 13.1703 -20.5220 -3.8575 -0.658
H 14.4765 -17.9017 -4.8811 0.209
O 12.5200 -23.8365 -7.2246 -0.302
H 10.5971 -21.1612 -9.6137 0.339
N 16.4602 -21.8619 -7.7735 -0.363
C 15.5664 -20.9616 -7.9623 0.529
H 17.1996 -21.9422 -8.4568 0.169
H 14.9438 -19.7458 -9.2315 0.180
```

=====

(2)
Molecular formula: C8H23NSi2
Method: DFT, wB97M-V/def2-TZVPD

Computed properties:
LUMO energy (spin up / spin down)   -0.135 / 0.732 eV
E_tot   -25909.9318 eV
Energy relative to the best compared isomer or geometry (same formula, charge and spin)   6.4647 eV
HOMO (spin up / spin down)   -0.235 / -0.244 hartree

```
34
Properties=species:S:1:pos:R:3:mulliken_charge:R:1
H 2.1431 -4.1272 -2.9807 0.430
C 1.5269 -3.9956 -2.0818 -1.833
H 2.6960 -1.7318 -2.6522 0.492
H 2.6905 -2.0027 -1.0345 0.517
Si -0.8446 1.6812 1.3382 -0.116
H -2.9534 4.0849 3.0709 0.329
Si -0.3210 -2.4344 -0.6719 0.416
N -1.4818 2.6656 2.6213 0.273
H 1.4529 1.6750 2.1781 0.393
H -0.2237 -1.2538 -3.3386 0.371
H -2.0590 3.3558 4.5403 0.181
H -0.2037 -3.0058 -3.9781 0.382
C 2.0939 -1.5869 -1.7857 -1.986
H 0.7321 -4.7267 -2.2909 0.406
H 0.3841 2.7708 -0.4518 0.311
H 2.1968 -4.0817 -1.2668 0.469
H -1.3218 -3.6784 -0.4991 -0.154
C 0.9681 -2.5078 -2.0791 1.613
C 0.3433 -2.2330 -3.4366 -1.651
H -0.6035 4.0252 0.5322 0.432
H -0.4056 2.2347 4.4290 0.224
H -3.4085 3.0884 1.7469 0.326
C -0.6026 3.0206 0.0814 -1.104
H 0.7220 0.4299 3.1644 0.322
H -1.4307 3.0163 -0.5538 0.337
H -0.9979 -1.0087 -0.3274 -0.144
C 0.7686 0.9022 2.1759 -1.032
C -2.5702 3.5792 2.1931 -0.885
H 1.7306 -0.5922 -1.7929 0.457
H 1.0650 0.0978 1.4750 0.170
H 0.9723 -1.9555 -4.3036 0.358
H -2.2529 4.3228 1.4035 0.202
C -1.3377 2.6604 3.9938 -0.372
H 0.5323 -2.6885 0.5814 -0.135
```

=====

(3)
Molecular formula: C8H24AsF6N5O7P2SV
Method: DFT, wB97M-V/def2-TZVPD

Computed properties:
LUMO energy   -12.376 eV
E_tot   -162696.1016 eV
Total charge   +3
Energy relative to the best compared isomer or geometry (same formula, charge and spin)   0.0000 eV
HOMO   -0.675 hartree

```
55
Properties=species:S:1:pos:R:3:mulliken_charge:R:1
V 0.0948 0.1734 0.5810 1.247
C -0.1220 1.5013 -2.1407 0.453
H 2.2630 -2.2833 -0.4421 0.132
S 2.3471 0.1120 0.8988 -0.280
H -1.9818 -3.7579 3.5174 0.393
H -2.3918 -2.6112 2.4075 0.299
H 4.6568 -0.0337 -1.8816 0.246
N -1.7879 -2.7991 3.2121 -0.125
N -0.7731 0.9498 -3.1392 0.174
N 0.2671 2.7577 -2.0895 0.230
C -1.5959 -0.2532 -2.9670 -0.858
C -0.4715 3.8249 -2.7915 -1.193
F -2.0699 0.3145 0.6156 -0.499
C 0.4650 -3.6863 3.7424 -1.753
H -1.4442 3.4631 -3.1066 0.391
F -2.2642 2.2903 -0.6829 -0.440
H -0.8843 -4.5544 0.0978 0.417
H 1.5365 -3.5712 3.5994 0.411
H -2.5422 -0.0875 -3.4791 0.408
F -0.4213 1.9547 0.9759 -0.584
F -2.3080 1.6120 2.6114 -0.440
H 0.9005 3.7614 -0.3503 0.343
H 0.1204 2.1549 -4.6240 0.377
H 0.0955 4.1968 -3.6429 0.409
H 1.9410 3.9441 -1.7762 0.478
O -0.2802 -1.5396 0.3505 -0.219
O -1.0464 -3.8810 0.7779 -0.539
H 3.3533 -2.0810 -1.7926 0.279
H 0.1828 -4.6885 3.4133 0.535
P 0.0585 -0.9211 3.6415 0.828
As -2.5079 2.0598 0.9952 1.955
H -2.0390 -2.1375 3.9764 0.431
O -1.0192 -0.6318 4.5796 -0.766
F -4.1517 1.8311 0.9005 -0.340
H 4.2593 1.2137 -0.7638 0.268
O 0.1067 -0.0029 2.3432 -0.193
H 1.9473 2.4233 -0.8710 -0.071
H -1.7986 -0.4350 -1.9165 0.153
C 1.3281 3.2458 -1.2083 -0.913
C 3.1299 -0.4600 -0.5958 0.700
N 2.8489 -1.6663 -1.0172 -0.211
N 4.0371 0.3112 -1.1571 -0.312
O 1.4955 -3.2291 0.9097 -0.835
O 1.5491 -0.9186 4.0948 -0.497
F -2.3324 3.6947 1.3007 -0.385
H -0.6183 4.6333 -2.0770 0.396
H -0.5867 0.6312 -5.1796 0.402
O 0.1491 0.6735 -1.1007 0.447
C -0.7217 1.4796 -4.5109 -1.135
C -0.2981 -2.6142 2.9408 0.499
P 0.0970 -2.8791 1.1627 0.666
H 0.2403 -3.5884 4.8066 0.493
H 1.7346 -0.7706 5.0372 0.413
H -1.6491 1.9873 -4.7711 0.402
H -1.0977 -1.1129 -3.4145 0.313
```

=====

(4)
Molecular formula: C8H24AsF6O4S4
Method: DFT, wB97M-V/def2-TZVPD

Computed properties:
LUMO energy   2.482 eV
E_tot   -137361.2919 eV
Total charge   -1
HOMO   -0.240 hartree

```
47
Properties=species:S:1:pos:R:3:mulliken_charge:R:1
H 3.5306 -2.2431 -2.7362 0.385
H -3.7485 -4.5891 1.7568 0.310
H 2.8312 1.9241 -2.2585 0.356
H 3.8485 0.8037 2.7796 0.302
S -1.5635 -3.7681 1.6573 0.624
As -0.6749 1.1154 1.1571 1.957
F -0.9959 2.8966 1.4069 -0.492
H -2.9715 -5.0064 3.2494 0.325
H 1.6519 -1.9037 2.3109 0.258
H 3.9180 0.2388 4.4016 0.367
F 1.0345 1.2364 1.7986 -0.468
H -4.3990 4.0253 -1.4807 0.318
C -2.2777 -2.9607 0.1903 -0.832
C 3.4091 0.0677 3.4529 -0.760
O 2.4801 -0.4523 -5.0853 -0.621
H 2.3254 0.1832 3.4358 0.151
H 3.0274 -0.9950 -1.6091 0.117
C 2.1684 1.2903 -2.8477 -0.469
F -1.0351 0.8329 2.8486 -0.501
H -1.6118 -2.2805 -0.3408 0.177
F -0.0285 1.3951 -0.5563 -0.415
H -2.4329 -3.5913 -0.6851 0.386
H 1.7861 -1.7666 -2.7164 0.291
C 2.5583 -1.9363 1.7063 -0.891
F -2.3665 0.9025 0.6397 -0.504
C -1.6829 3.2004 -1.6983 -0.909
S 3.9886 -1.6187 2.8555 0.428
H -3.4540 -3.2851 3.1009 0.339
S 3.1108 -0.0980 -3.7926 0.403
H -1.1812 2.5326 -2.3986 0.284
H -3.0706 5.0553 -0.9476 0.290
O 3.8825 -2.6372 3.9303 -0.626
H 2.6638 -2.9264 1.2628 0.456
O -1.0789 -5.1406 1.1957 -0.691
F -0.2735 -0.6442 0.8949 -0.458
H 1.6501 1.7691 -3.6785 0.363
H -3.1196 -2.3245 0.4633 0.325
C -3.1385 -4.1779 2.5610 -0.995
H -0.9246 3.8007 -1.1955 0.424
S -2.4574 4.3312 -2.9295 0.442
H 1.5317 0.7825 -2.1234 -0.144
H -2.3599 2.6407 -1.0529 0.312
H -4.3952 5.6422 -2.1967 0.342
C 2.8158 -1.4345 -2.5839 -0.687
H 2.4622 -1.2971 0.8286 0.261
O -1.6684 5.5460 -3.2051 -0.620
C -3.7645 4.8644 -1.7662 -0.908
```

=====

(5)
Molecular formula: C8H24B2O28
Method: DFT, wB97M-V/def2-TZVPD

Computed properties:
LUMO energy   3.849 eV
E_tot   -67385.6789 eV
Total charge   -2
Energy relative to the best compared isomer or geometry (same formula, charge and spin)   0.0000 eV
HOMO   -0.216 hartree

```
62
Properties=species:S:1:pos:R:3:mulliken_charge:R:1
O -2.1644 -3.9655 0.6954 -0.767
H -1.2099 2.7625 0.1661 0.448
H -1.4978 -3.8367 0.0058 0.388
H -2.7396 -1.4746 -1.1429 0.375
H 0.5176 4.7347 4.1138 0.272
O -1.9386 3.3877 0.3067 -0.696
C -1.5489 -0.5791 1.5012 0.470
C 3.0416 -1.0477 2.2671 0.856
O 1.0572 3.9563 4.2749 -0.633
H -2.0499 -3.2085 1.2905 0.333
H -1.5178 4.1740 0.6669 0.287
H -0.5855 1.4418 4.8026 0.561
O -0.4228 1.2905 0.7523 -0.808
H 0.5565 0.5384 -5.8608 0.327
H 0.4340 3.2743 4.5955 0.371
O 3.2920 0.0086 2.7680 -0.731
C -0.8850 0.7763 1.8641 0.365
O -2.1294 3.7138 -2.6224 -0.768
O 2.6303 -1.2208 1.0140 -0.501
O -0.1913 -3.6971 -1.2383 -0.756
H 0.8767 4.0835 -0.5365 0.243
O 3.1259 -3.1565 -0.4017 -0.515
C 2.2745 -3.6848 -1.2527 0.297
H 2.6886 -1.4910 -4.2302 0.467
H 2.9192 -2.9362 -3.8251 0.375
O 2.5550 -4.2075 -2.2927 -0.722
C 0.8488 -3.4533 -0.6927 0.958
O 3.1108 -2.3043 -4.5329 -0.688
H -4.0364 -0.4256 -3.2227 0.362
H 1.7232 2.8262 -0.2958 0.347
H -2.9127 -2.4431 -2.3127 0.290
O 3.3767 -2.6287 4.0822 -0.609
O -4.0002 -0.0236 -4.1089 -0.709
O -2.0034 -1.3717 2.2812 -0.742
H -1.2556 2.3497 5.8289 0.302
H -2.4359 -0.7818 4.4465 0.314
B -0.6074 0.3617 -0.3700 2.184
H 3.3883 1.5469 1.3685 0.319
O 0.9825 -2.9167 0.4931 -0.557
H 0.5828 0.9641 -7.3287 0.288
O -3.3202 -1.6806 -1.8890 -0.623
C -0.6897 0.7692 -2.6049 0.538
O 1.4084 -0.3860 -3.0379 -0.650
O -0.4412 1.8624 5.6701 -0.718
O 1.2378 3.3154 -0.9852 -0.589
C 3.1169 -2.4348 2.9360 0.314
H 2.2410 2.3474 1.9543 0.270
H -2.2764 3.5223 -1.6849 0.378
O 2.8128 -3.3325 2.0189 -0.563
O -1.3311 0.9975 -1.4731 -0.744
H -1.8042 2.8655 -2.9449 0.308
H -3.2820 -0.8979 5.7233 0.270
O 1.0490 1.0747 -6.4959 -0.625
O 2.8185 2.3065 1.1813 -0.705
O -1.0867 1.0728 -3.6903 -0.660
O -1.4442 -0.7339 0.2046 -0.354
O -0.7861 1.2932 2.9407 -0.886
C 0.6135 0.0238 -2.2486 0.471
H -3.2798 0.6143 -4.0487 0.364
O 0.6670 -0.0914 -0.9297 -0.306
O -2.4688 -1.2054 5.3145 -0.600
B 2.3959 -2.6389 0.7719 1.516
```

=====

(6)
Molecular formula: C8H24BFeNOP2
Method: DFT, wB97M-V/def2-TZVPD

Computed properties:
LUMO energy (spin up / spin down)   0.506 / -0.998 eV
E_tot   -65859.5089 eV
Spin multiplicity   5
Expectation value of S²   6.05
HOMO (spin up / spin down)   -0.180 / -0.340 hartree

```
38
Properties=species:S:1:pos:R:3:mulliken_charge:R:1
N -0.5052 0.2097 2.1318 -0.558
H -0.0077 -0.9503 5.1600 -0.103
H 2.5676 1.8343 -1.3782 0.361
H -0.1262 -2.4276 -2.3000 0.355
C -0.5068 0.2055 3.3011 0.171
H 1.1610 1.9564 -2.4733 0.360
H -1.6423 2.9710 0.4110 0.367
H 2.2196 -1.1473 -1.4776 -0.013
H -2.7218 -1.3536 -1.5132 0.373
H -1.4718 2.7465 -1.3572 0.378
O 2.8491 -0.9445 1.3014 -0.347
H -1.4268 0.3878 5.3248 -0.096
H 0.4407 0.9519 5.1982 -0.104
H -3.1666 -1.2442 0.2080 0.361
C -0.9510 3.0512 -0.4402 -1.309
H 0.9482 -3.1274 -1.0737 0.386
H -0.6647 -3.8646 -1.3591 0.403
C -0.0962 -2.9280 -1.3288 -1.365
H -2.9673 -2.8556 -0.5557 0.400
H 1.7303 3.4267 -1.5841 0.396
C 1.6062 2.3354 -1.5456 -1.287
H 1.4375 3.8287 1.0221 0.417
Fe 0.1340 -0.0499 0.4347 -0.424
H 0.1678 -3.2165 1.6737 0.365
H 2.4953 -0.4362 -1.5159 0.000
H 0.6910 2.6567 2.1703 0.383
H -1.4486 -3.8170 1.1920 0.411
C -2.5989 -1.8226 -0.5310 -1.326
P -0.8284 -1.8406 -0.0727 1.454
B -0.3722 0.1445 4.8071 0.075
H -1.2943 -2.3829 2.2658 0.376
H -0.1757 0.1826 -1.0653 -0.360
P 0.4836 1.9414 -0.1665 1.672
C 1.8380 -0.6386 0.7928 -0.169
H -0.5781 4.0815 -0.5311 0.405
H 2.2895 2.2995 1.4402 0.355
C -0.8568 -2.9226 1.4154 -1.382
C 1.3091 2.7655 1.2662 -1.378
```